No. 1
This record from OMol25 describes the molecule C6H13NO. The level of theory is wB97M-V/def2-TZVPD.

XYZ file:
```
21
Properties=species:S:1:pos:R:3
C -0.41 0.26 -2.87
C 0.91 0.54 -2.16
N 1.05 -0.08 -0.79
C 0.18 0.41 0.21
C 0.15 -0.40 1.47
C 0.31 0.59 2.68
C -1.07 -1.23 1.42
O -0.53 1.40 0.01
H -0.46 -0.62 -3.36
H -0.44 1.09 -3.74
H -1.37 0.42 -2.28
H 1.70 -0.02 -2.76
H 0.94 1.61 -1.86
H 1.21 -1.07 -0.82
H 0.96 -1.09 1.61
H 1.34 1.00 2.74
H -0.09 0.14 3.70
H -0.46 1.41 2.58
H -0.93 -1.76 0.59
H -2.04 -0.61 1.41
H -0.96 -2.01 2.25
```

Output
Gap between HOMO and LUMO ... 10.44 eV
HOMO level ... -9.54 eV
Charge ... 0
SMILES string ... CCNC(=O)C(C)C
Electronic energy ... -366.37108 a.u.

No. 2
This record from OMol25 describes a structure of composition C14H59BrMnNO16. The level of theory is wB97M-V/def2-TZVPD.

XYZ file:
```
92
Properties=species:S:1:pos:R:3
Mn 1.13 -0.57 4.23
Br 1.10 -0.56 1.57
C 1.51 -5.01 0.96
O 0.97 -4.17 0.07
H 2.12 -5.73 0.41
H 2.17 -4.43 1.60
H 0.80 -5.61 1.53
H 0.72 -3.36 0.51
C 3.55 -0.68 -3.50
O 4.44 -1.79 -3.30
H 3.48 -0.07 -2.60
H 3.92 -0.07 -4.33
H 2.53 -1.01 -3.71
H 4.50 -2.07 -2.38
C 4.92 -1.79 0.30
O 3.83 -2.53 -0.07
H 5.73 -1.92 -0.42
H 4.60 -0.77 0.48
H 5.19 -2.21 1.27
H 3.08 -2.49 0.54
C -3.47 3.18 1.13
O -2.51 2.19 1.32
H -3.23 3.65 0.18
H -4.44 2.68 1.20
H -3.38 3.86 1.97
H -1.65 2.60 1.39
C -4.75 -0.62 1.52
O -3.99 -1.78 1.56
H -5.79 -0.81 1.25
H -4.48 0.12 2.27
H -4.59 -0.09 0.58
H -3.05 -1.59 1.59
C -2.55 1.71 -4.74
C -1.29 0.85 -4.36
C -0.48 1.51 -3.25
C -1.22 1.58 -1.93
C -1.43 0.15 -1.43
C -2.20 -0.78 -2.48
N -1.64 -0.51 -3.89
O -2.19 -1.20 -4.96
C -1.73 -2.22 -2.16
C -3.70 -0.68 -2.30
C -0.38 0.76 -5.59
H -2.41 2.75 -5.03
H -3.26 1.72 -3.91
H -3.07 1.37 -5.63
H 0.50 1.05 -3.19
H -0.31 2.50 -3.65
H -2.15 2.14 -1.97
H -0.66 1.99 -1.08
H -2.11 0.27 -0.59
H -0.58 -0.33 -0.95
H -0.66 -2.30 -2.32
H -2.04 -2.59 -1.18
H -2.10 -2.88 -2.94
H -4.13 -1.11 -1.40
H -4.18 0.27 -2.55
H -4.28 -1.36 -2.92
H -0.04 -0.19 -6.02
H 0.58 1.26 -5.45
H -0.73 1.27 -6.48
H -2.88 -0.57 -5.16
O -3.16 1.17 3.87
H -2.73 1.53 3.09
H -3.66 1.91 4.22
O 1.63 2.06 -0.43
H 2.27 1.41 -0.14
H 0.86 1.55 -0.68
O 3.29 2.47 2.03
H 3.86 3.06 1.54
H 2.68 2.13 1.37
O 1.18 -0.44 6.31
H 1.92 -0.18 6.86
H 0.45 -0.52 6.92
O -0.31 3.52 1.50
H 0.37 3.62 0.82
H 0.08 3.89 2.28
O -0.40 -1.97 4.40
H -0.30 -2.92 4.32
H -1.25 -1.85 4.81
O 2.64 -2.11 4.29
H 2.48 -3.03 4.05
H 3.40 -2.14 4.87
O 2.94 0.77 4.09
H 3.62 0.98 4.73
H 3.00 1.46 3.44
O 4.55 2.07 -0.71
H 4.61 2.66 0.05
H 5.39 1.62 -0.72
O -0.17 1.10 4.38
H -1.11 1.24 4.50
H 0.20 1.98 4.32
```

Output
Multiplicity ... 6
Gap between HOMO and LUMO (spin up / spin down) ... 5.75 / 5.76 eV
HOMO level (spin up / spin down) ... -9.51 / -9.51 eV
⟨S²⟩ ... 8.752
Charge ... +1
Electronic energy ... -5552.09375 a.u.

Copy entry 2 word for word.
This record from OMol25 describes a structure of composition C14H59BrMnNO16. The level of theory is wB97M-V/def2-TZVPD.

XYZ file:
```
92
Properties=species:S:1:pos:R:3
Mn 1.13 -0.57 4.23
Br 1.10 -0.56 1.57
C 1.51 -5.01 0.96
O 0.97 -4.17 0.07
H 2.12 -5.73 0.41
H 2.17 -4.43 1.60
H 0.80 -5.61 1.53
H 0.72 -3.36 0.51
C 3.55 -0.68 -3.50
O 4.44 -1.79 -3.30
H 3.48 -0.07 -2.60
H 3.92 -0.07 -4.33
H 2.53 -1.01 -3.71
H 4.50 -2.07 -2.38
C 4.92 -1.79 0.30
O 3.83 -2.53 -0.07
H 5.73 -1.92 -0.42
H 4.60 -0.77 0.48
H 5.19 -2.21 1.27
H 3.08 -2.49 0.54
C -3.47 3.18 1.13
O -2.51 2.19 1.32
H -3.23 3.65 0.18
H -4.44 2.68 1.20
H -3.38 3.86 1.97
H -1.65 2.60 1.39
C -4.75 -0.62 1.52
O -3.99 -1.78 1.56
H -5.79 -0.81 1.25
H -4.48 0.12 2.27
H -4.59 -0.09 0.58
H -3.05 -1.59 1.59
C -2.55 1.71 -4.74
C -1.29 0.85 -4.36
C -0.48 1.51 -3.25
C -1.22 1.58 -1.93
C -1.43 0.15 -1.43
C -2.20 -0.78 -2.48
N -1.64 -0.51 -3.89
O -2.19 -1.20 -4.96
C -1.73 -2.22 -2.16
C -3.70 -0.68 -2.30
C -0.38 0.76 -5.59
H -2.41 2.75 -5.03
H -3.26 1.72 -3.91
H -3.07 1.37 -5.63
H 0.50 1.05 -3.19
H -0.31 2.50 -3.65
H -2.15 2.14 -1.97
H -0.66 1.99 -1.08
H -2.11 0.27 -0.59
H -0.58 -0.33 -0.95
H -0.66 -2.30 -2.32
H -2.04 -2.59 -1.18
H -2.10 -2.88 -2.94
H -4.13 -1.11 -1.40
H -4.18 0.27 -2.55
H -4.28 -1.36 -2.92
H -0.04 -0.19 -6.02
H 0.58 1.26 -5.45
H -0.73 1.27 -6.48
H -2.88 -0.57 -5.16
O -3.16 1.17 3.87
H -2.73 1.53 3.09
H -3.66 1.91 4.22
O 1.63 2.06 -0.43
H 2.27 1.41 -0.14
H 0.86 1.55 -0.68
O 3.29 2.47 2.03
H 3.86 3.06 1.54
H 2.68 2.13 1.37
O 1.18 -0.44 6.31
H 1.92 -0.18 6.86
H 0.45 -0.52 6.92
O -0.31 3.52 1.50
H 0.37 3.62 0.82
H 0.08 3.89 2.28
O -0.40 -1.97 4.40
H -0.30 -2.92 4.32
H -1.25 -1.85 4.81
O 2.64 -2.11 4.29
H 2.48 -3.03 4.05
H 3.40 -2.14 4.87
O 2.94 0.77 4.09
H 3.62 0.98 4.73
H 3.00 1.46 3.44
O 4.55 2.07 -0.71
H 4.61 2.66 0.05
H 5.39 1.62 -0.72
O -0.17 1.10 4.38
H -1.11 1.24 4.50
H 0.20 1.98 4.32
```

Output
Multiplicity ... 6
Gap between HOMO and LUMO (spin up / spin down) ... 5.75 / 5.76 eV
HOMO level (spin up / spin down) ... -9.51 / -9.51 eV
⟨S²⟩ ... 8.752
Charge ... +1
Electronic energy ... -5552.09375 a.u.